The following is a DFT calculation (ωB97M-V with the def2-TZVPD basis set) of a 22-piece molecular cluster, C80H206N22O33 overall.

Charge: +6
Max |F| in eV/A: 6.184
Highest occupied orbital energy in Eh: -0.6366

Each line ends with the Löwdin charge.
Cartesian coordinates (Å):
C 7.08 -3.68 -2.20  0.0269
N 5.67 -3.05 -2.15  -0.3056
C 4.77 -4.27 -1.87  0.0104
C 5.66 -2.12 -0.94  0.0240
C 5.29 -2.31 -3.41  -0.1021
C 3.83 -1.91 -3.57  -0.2521
O 3.55 -0.87 -2.70  -0.0494
H 7.30 -4.04 -1.20  0.1059
H 7.70 -2.80 -2.36  0.1042
H 7.28 -4.45 -2.94  0.1184
H 5.15 -4.70 -0.95  0.1084
H 4.72 -4.86 -2.79  0.1086
H 3.74 -3.99 -1.61  0.0727
H 6.00 -2.56 0.00  0.1093
H 4.60 -1.93 -0.76  0.0881
H 6.33 -1.30 -1.20  0.1058
H 5.57 -2.91 -4.27  0.1453
H 5.88 -1.39 -3.46  0.1197
H 3.30 -2.86 -3.57  0.1072
H 3.74 -1.48 -4.57  0.1369
H 2.69 -0.53 -2.94  0.0425
C -1.78 1.80 0.52  0.0478
N -1.02 0.58 -0.11  -0.2509
C -1.08 -0.74 0.69  0.0171
C -1.66 0.25 -1.45  0.0001
C 0.52 0.86 -0.35  -0.0401
C 0.81 2.21 -1.08  -0.2608
O 0.74 3.21 -0.17  -0.0703
H -1.30 1.99 1.49  0.0782
H -2.78 1.47 0.76  0.0900
H -1.82 2.72 -0.07  0.0812
H -0.56 -1.48 0.09  0.0735
H -2.16 -0.91 0.75  0.0825
H -0.57 -0.60 1.64  0.1042
H -1.21 -0.54 -2.05  0.0897
H -1.75 1.23 -1.91  0.0879
H -2.69 -0.03 -1.23  0.0896
H 0.94 0.15 -1.07  0.1031
H 1.02 0.84 0.62  0.1205
H 0.13 2.34 -1.92  0.0955
H 1.82 2.22 -1.49  0.1217
H 1.13 4.01 -0.53  0.0376
C 2.65 -10.70 0.98  0.0365
N 2.85 -9.28 1.53  -0.3176
C 1.80 -8.89 2.56  0.0128
C 4.25 -9.32 2.18  0.0302
C 2.79 -8.30 0.38  -0.1100
C 2.88 -6.84 0.75  -0.2527
O 2.69 -5.99 -0.34  -0.0637
H 3.07 -10.88 -0.01  0.1153
H 1.58 -10.69 0.80  0.1067
H 2.96 -11.41 1.74  0.1205
H 2.15 -8.06 3.16  0.0898
H 1.56 -9.63 3.33  0.1253
H 0.89 -8.59 2.04  0.1016
H 5.04 -9.58 1.47  0.1154
H 4.24 -9.95 3.07  0.1237
H 4.61 -8.30 2.36  0.0945
H 1.86 -8.51 -0.15  0.1386
H 3.61 -8.55 -0.29  0.1290
H 3.82 -6.65 1.26  0.1229
H 2.20 -6.59 1.56  0.1153
H 2.72 -5.15 0.13  0.0179
C 0.47 8.02 -1.20  -0.0021
N -0.85 8.56 -0.64  -0.2831
C -0.69 10.07 -0.23  0.0370
C -1.97 8.43 -1.69  0.0297
C -1.08 7.75 0.68  -0.0640
C -1.20 6.21 0.55  -0.2139
O -2.41 6.00 -0.12  -0.0800
H 0.77 8.77 -1.93  0.1104
H 0.37 7.03 -1.65  0.0713
H 1.30 7.99 -0.49  0.0914
H 0.14 10.14 0.48  0.1052
H -1.65 10.47 0.11  0.1114
H -0.43 10.70 -1.08  0.1058
H -1.91 7.52 -2.28  0.0842
H -1.94 9.32 -2.33  0.1062
H -2.95 8.46 -1.21  0.1057
H -1.98 8.16 1.13  0.1372
H -0.19 8.00 1.27  0.1139
H -1.26 5.88 1.59  0.1101
H -0.42 5.63 0.05  0.1039
H -2.27 5.43 -0.87  0.0267
C -1.20 -0.70 5.72  -0.0301
C -1.61 -2.14 5.86  -0.2300
C -1.08 -2.90 7.13  -0.1661
O -1.49 -2.24 8.34  -0.1909
C -1.06 -2.93 9.53  -0.0766
N -3.21 -2.21 5.88  0.2498
H -3.63 -1.59 5.20  0.0862
H -3.55 -3.15 5.90  0.1528
H -3.59 -1.85 6.74  0.1544
H -0.12 -0.60 5.56  0.0832
H -1.57 -0.12 6.56  0.0938
H -1.57 -0.16 4.85  0.0634
H -1.40 -2.70 4.94  0.1012
H 0.01 -2.86 7.20  0.1310
H -1.43 -3.93 7.10  0.1266
H -0.12 -2.61 9.97  0.0910
H -0.92 -4.01 9.51  0.0929
H -1.85 -2.71 10.25  0.0967
C 2.12 3.15 -4.46  -0.0304
C 2.10 4.08 -5.63  -0.3126
C 1.05 3.78 -6.73  -0.1616
O 1.05 4.75 -7.80  -0.1797
C 0.40 4.29 -8.98  -0.0792
N 2.01 5.48 -5.14  0.2617
H 2.82 5.71 -4.58  0.1531
H 2.00 6.08 -5.95  0.1661
H 1.16 5.68 -4.63  0.1211
H 1.16 3.14 -3.94  0.0684
H 2.89 3.40 -3.74  0.0680
H 2.23 2.13 -4.84  0.0907
H 3.01 4.03 -6.22  0.1500
H 0.06 3.63 -6.31  0.1204
H 1.40 2.81 -7.08  0.1328
H 0.97 3.49 -9.45  0.0902
H 0.48 5.06 -9.74  0.1034
H -0.61 3.94 -8.76  0.0909
C 5.99 1.87 -3.56  -0.0299
C 6.70 2.86 -4.53  -0.2750
C 7.27 3.99 -3.73  -0.1686
O 8.16 4.78 -4.61  -0.1962
C 8.70 5.95 -3.96  -0.0653
N 7.73 2.08 -5.40  0.2644
H 7.21 1.43 -5.98  0.1655
H 8.08 2.86 -5.94  0.1592
H 8.33 1.59 -4.76  0.1690
H 5.34 2.30 -2.79  0.0803
H 6.71 1.37 -2.91  0.0819
H 5.36 1.17 -4.10  0.0738
H 6.10 3.40 -5.26  0.1551
H 7.61 3.75 -2.72  0.1365
H 6.48 4.69 -3.49  0.1198
H 9.12 5.71 -2.98  0.0939
H 7.98 6.77 -3.88  0.0947
H 9.48 6.37 -4.58  0.1006
C 4.07 -0.46 3.49  -0.0453
C 3.96 -1.54 4.56  -0.2661
C 3.31 -1.05 5.85  -0.1954
O 3.46 -1.95 6.90  -0.1613
C 4.62 -1.79 7.70  -0.0803
N 3.20 -2.80 4.02  0.2708
H 2.34 -3.07 4.48  0.1161
H 3.17 -2.69 3.02  0.0954
H 3.84 -3.58 4.13  0.1547
H 4.55 -0.82 2.58  0.0659
H 4.58 0.42 3.87  0.0943
H 3.03 -0.32 3.18  0.0831
H 4.99 -1.85 4.70  0.1463
H 2.25 -0.86 5.66  0.1219
H 3.71 -0.06 6.08  0.1391
H 4.76 -0.87 8.26  0.0960
H 5.55 -1.85 7.13  0.0853
H 4.56 -2.59 8.45  0.1040
C -8.64 1.71 0.34  0.0004
C -7.37 1.54 -0.60  -0.2637
C -6.36 2.66 -0.43  -0.1388
O -5.21 2.38 -1.31  -0.2126
C -4.42 3.50 -1.43  -0.1338
N -6.74 0.19 -0.34  0.2557
H -6.06 -0.13 -1.02  0.1195
H -6.25 0.18 0.55  0.0944
H -7.44 -0.52 -0.19  0.1663
H -8.37 1.82 1.39  0.0860
H -9.27 0.81 0.37  0.0888
H -9.22 2.56 -0.01  0.0972
H -7.74 1.63 -1.62  0.1502
H -6.03 2.81 0.60  0.1229
H -6.84 3.57 -0.77  0.1433
H -3.48 3.18 -1.88  0.0694
H -4.17 3.87 -0.44  0.0756
H -4.84 4.27 -2.08  0.1101
C -6.59 -5.76 0.69  -0.0871
C -5.52 -5.45 1.68  -0.2215
C -4.15 -5.79 1.06  -0.1016
N -2.99 -5.93 2.04  -0.2148
C -3.13 -7.23 2.80  0.0172
C -2.85 -4.80 3.10  -0.0930
C -2.29 -3.69 2.27  -0.1592
C -1.14 -4.39 1.52  -0.1155
C -1.66 -5.84 1.24  -0.0435
H -6.48 -6.71 0.18  0.0900
H -6.61 -4.99 -0.08  0.0771
H -7.60 -5.74 1.10  0.0911
H -5.58 -6.03 2.60  0.1060
H -5.54 -4.41 2.00  0.1133
H -3.75 -4.94 0.50  0.1006
H -4.22 -6.78 0.61  0.1402
H -2.22 -7.36 3.39  0.0929
H -3.00 -8.05 2.10  0.1038
H -4.05 -7.46 3.35  0.1151
H -2.13 -5.04 3.87  0.1153
H -3.77 -4.60 3.65  0.1289
H -2.05 -2.78 2.83  0.1001
H -3.02 -3.34 1.54  0.0947
H -0.20 -4.38 2.07  0.0986
H -0.88 -3.83 0.63  0.0803
H -0.89 -6.53 1.57  0.1102
H -1.85 -5.93 0.17  0.1154
C -2.96 4.90 9.07  -0.0759
C -3.62 4.37 7.75  -0.2128
C -2.91 4.80 6.46  -0.0847
N -3.48 4.08 5.18  -0.2067
C -3.15 2.57 5.28  0.0241
C -4.96 4.23 4.92  -0.0863
C -5.15 3.88 3.42  -0.1530
C -3.93 4.45 2.72  -0.1465
C -2.87 4.59 3.86  -0.0845
H -3.48 4.78 10.02  0.0834
H -2.72 5.96 8.96  0.0790
H -2.06 4.34 9.34  0.0740
H -4.62 4.81 7.76  0.1070
H -3.85 3.31 7.88  0.1033
H -1.83 4.71 6.43  0.1221
H -3.02 5.88 6.32  0.1312
H -3.04 2.14 4.28  0.0894
H -3.93 2.07 5.86  0.0990
H -2.21 2.39 5.80  0.0960
H -5.55 3.59 5.57  0.1387
H -5.21 5.29 4.95  0.1461
H -5.07 2.80 3.29  0.0971
H -6.06 4.31 2.99  0.1263
H -3.67 3.72 1.95  0.0883
H -4.08 5.44 2.30  0.1162
H -1.87 4.20 3.67  0.0984
H -2.77 5.65 4.10  0.1218
C 3.34 -8.34 -3.62  -0.0536
C 2.59 -6.97 -3.68  -0.2091
C 1.05 -7.09 -3.60  -0.1024
N 0.25 -5.77 -3.81  -0.2417
C 0.64 -5.28 -5.24  0.0639
C 0.40 -4.82 -2.67  -0.1212
C -0.78 -3.90 -2.74  -0.1716
C -1.92 -4.76 -3.15  -0.1164
C -1.24 -6.06 -3.75  -0.0639
H 3.43 -8.58 -2.56  0.0472
H 4.29 -8.36 -4.16  0.0855
H 2.77 -9.13 -4.11  0.0823
H 2.90 -6.37 -4.53  0.1006
H 2.92 -6.46 -2.78  0.0640
H 0.60 -7.54 -2.72  0.1231
H 0.68 -7.71 -4.42  0.1324
H -0.11 -4.57 -5.57  0.1101
H 0.77 -6.07 -5.99  0.1197
H 1.56 -4.73 -5.02  0.0873
H 1.32 -4.28 -2.89  0.1194
H 0.35 -5.47 -1.80  0.1326
H -0.52 -3.09 -3.42  0.1049
H -0.92 -3.49 -1.74  0.0991
H -2.50 -4.26 -3.92  0.1236
H -2.47 -5.04 -2.26  0.0948
H -1.62 -6.23 -4.76  0.1320
H -1.40 -7.01 -3.24  0.1267
C -5.69 -2.77 -6.47  -0.0976
C -5.82 -1.47 -5.64  -0.2176
C -4.47 -0.69 -5.74  -0.0437
N -4.73 0.82 -5.34  -0.2363
C -5.11 0.91 -3.85  0.0419
C -3.51 1.66 -5.58  -0.1342
C -3.94 3.09 -5.74  -0.1504
C -5.36 2.96 -6.32  -0.1133
C -5.69 1.48 -6.21  -0.1401
H -5.57 -2.59 -7.54  0.0823
H -6.62 -3.32 -6.38  0.0823
H -4.99 -3.52 -6.11  0.0707
H -6.25 -1.79 -4.69  0.0986
H -6.66 -0.98 -6.15  0.1029
H -3.99 -0.80 -6.71  0.1387
H -3.85 -1.04 -4.92  0.1197
H -5.95 0.31 -3.48  0.0943
H -5.39 1.94 -3.63  0.0933
H -4.20 0.63 -3.32  0.0965
H -2.76 1.55 -4.79  0.1083
H -3.07 1.27 -6.50  0.1426
H -3.85 3.61 -4.79  0.0997
H -3.24 3.55 -6.44  0.1221
H -5.96 3.57 -5.64  0.1141
H -5.56 3.42 -7.29  0.1296
H -6.62 1.25 -5.71  0.1347
H -5.75 1.02 -7.20  0.1506
C 5.22 1.43 0.91  -0.0871
C 5.05 2.71 1.77  -0.2042
C 3.79 3.51 1.51  -0.0856
N 3.72 4.95 2.14  -0.2318
C 4.70 5.88 1.39  0.0746
C 4.08 4.97 3.62  -0.0991
C 3.47 6.26 4.25  -0.1052
C 2.18 6.55 3.42  -0.1015
C 2.32 5.56 2.20  -0.0866
H 4.31 0.83 0.92  0.0592
H 6.00 0.75 1.27  0.0743
H 5.50 1.63 -0.12  0.0597
H 5.98 3.27 1.62  0.1123
H 5.01 2.40 2.82  0.0948
H 2.98 3.02 2.05  0.1179
H 3.61 3.61 0.44  0.1200
H 4.46 5.76 0.34  0.0745
H 5.71 5.51 1.60  0.1032
H 4.48 6.89 1.73  0.1152
H 5.16 4.91 3.71  0.1308
H 3.69 4.08 4.11  0.1187
H 4.16 7.10 4.20  0.1155
H 3.20 6.06 5.28  0.1238
H 2.18 7.54 2.96  0.1042
H 1.27 6.27 3.95  0.1043
H 2.12 5.98 1.22  0.1105
H 1.82 4.60 2.37  0.1134
N -4.83 -0.54 3.08  -0.6743
O -5.26 -1.24 3.97  -0.0290
O -3.64 -0.53 3.01  -0.0196
O -5.58 -0.02 2.30  -0.0196
N -4.52 -3.04 -1.78  -0.6078
O -5.21 -2.10 -2.20  -0.0666
O -3.65 -2.80 -0.87  -0.0887
O -4.77 -4.15 -2.20  -0.0044
N 2.14 -2.62 0.47  -0.6064
O 1.40 -2.95 -0.47  -0.0145
O 2.91 -3.51 0.87  -0.0712
O 2.11 -1.54 0.96  0.0346
N -1.13 4.58 -3.25  -0.6322
O -1.43 4.45 -2.10  -0.0130
O -1.17 3.65 -4.03  -0.0072
O -0.65 5.59 -3.70  -0.0112
N 0.61 2.79 4.34  -0.6682
O 1.74 2.38 4.49  -0.0378
O -0.20 2.25 3.63  -0.0465
O 0.24 3.78 5.00  -0.0586
N 0.92 -5.49 4.71  -0.6481
O 2.05 -5.60 5.12  0.0039
O 0.25 -6.38 4.20  -0.0333
O 0.47 -4.35 4.73  -0.0734
N 3.35 5.80 -1.81  -0.7061
O 3.58 6.97 -1.84  0.0368
O 4.21 4.95 -2.14  -0.0825
O 2.32 5.35 -1.45  -0.0332
N 0.17 -0.62 -4.38  -0.6111
O -1.04 -0.34 -4.49  -0.0285
O 0.60 -1.57 -5.01  -0.0345
O 0.95 -0.06 -3.59  -0.0579

=====

The following is a DFT calculation (ωB97M-V with the def2-TZVPD basis set) of an isolated molecule of C3H4N2.

Max |F| in eV/A: 4.727
Highest occupied orbital energy in Eh: -0.2997
Energy relative to the best compared isomer or geometry (same formula, charge and spin) in kcal per mole: 141.4

Each line ends with the Löwdin charge.
Cartesian coordinates (Å):
C 0.20 -0.12 -0.46  -0.3028
C 0.12 -0.68 -1.79  0.1153
N 0.63 1.22 2.28  0.1631
C -0.38 0.61 1.78  -0.3307
N -0.73 0.16 0.40  0.0355
H 1.01 -0.77 -2.37  0.0405
H -0.85 -0.94 -2.20  0.0577
H 1.25 0.08 -0.09  0.1060
H -1.26 0.44 2.44  0.1155

=====

Number 1: energy -6855.9992 Ha, lowest unoccupied orbital energy -0.3489 hartree. Number 2: energy -225.9998 Ha, lowest unoccupied orbital energy -0.1197 hartree.